Entry 1:
Entry from the Open Molecules 2025 dataset: C14H16AgF2N6O as an isolated structure (ωB97M-V/def2-TZVPD).

The max |F| comes out at 0.0042 Eh/bohr. The calculation puts the HOMO-LUMO gap at 7.48 eV. For the energy above the lowest of the compared OMol25 structures with the same formula, charge and spin, the calculation gives 0.0 kJ/mol. The calculation puts the LUMO energy at 3.075 eV. The calculation puts the HOMO energy at -0.1619 Eh.

```
! wB97M-V def2-TZVPD RIJCOSX def2/J DEFGRID3
* xyz -1 1
Ag 1.7747 -0.5454 -1.0214
N -3.6462 2.5805 -1.7435
C -2.6941 2.1620 -2.6461
C -1.9958 1.1662 -2.0273
N -2.5123 0.9730 -0.7636
C -3.4925 1.8333 -0.6281
C -4.3184 2.0491 0.5474
N -5.2806 2.9493 0.6062
C -5.7936 2.8330 1.8716
C -5.1338 1.8529 2.5586
N -4.1970 1.3524 1.6975
H -4.3357 3.3058 -1.8379
H -2.5932 2.6068 -3.6198
H -1.1303 0.6143 -2.3846
H -6.6017 3.4583 2.2139
H -5.2401 1.4737 3.5594
H -3.5248 0.6040 1.9227
N -0.3664 -1.3548 3.2354
C -1.2844 -0.7825 2.3785
N -0.8232 -0.4036 1.1833
O -2.4620 -0.6398 2.7375
H 0.4706 -1.7552 2.8441
H -0.7779 -1.8452 4.0097
H 0.1482 -0.5070 0.9222
H -1.4596 0.0334 0.5108
F 5.0039 3.2229 3.5521
C 4.4659 2.1653 2.8772
C 5.1979 1.5631 1.8758
C 4.6429 0.4885 1.1962
C 3.3662 -0.0033 1.4943
C 2.7745 -1.1415 0.7465
C 2.6693 0.6449 2.5228
C 3.2050 1.7224 3.2133
H 6.1850 1.9361 1.6340
H 5.2085 0.0199 0.3985
H 2.0994 -1.7037 1.4017
H 3.5527 -1.8420 0.4332
H 1.6728 0.3014 2.7822
H 2.6534 2.2171 4.0023
F 0.7068 -0.0469 -2.6999
*
```

Entry 2:
Entry from the Open Molecules 2025 dataset: C14H16AlBr3ClFN4O5 as an isolated structure in a non-equilibrium geometry (ωB97M-V/def2-TZVPD).

The max |F| comes out at 0.0612 Eh/bohr. The calculation puts the HOMO-LUMO gap at 1.13 eV. The calculation puts the LUMO energy at -5.674 eV. The calculation puts the HOMO energy at -0.2501 Eh.

```
! wB97M-V def2-TZVPD RIJCOSX def2/J DEFGRID3
* xyz 0 1
O 2.2014 -1.7994 1.3871
C 2.0656 -2.1501 0.2709
Br 2.6528 -4.0230 -0.2951
C 1.4348 -1.3104 -0.8374
C 0.0278 -1.9383 -1.0142
C -0.9572 -1.4550 -0.1513
C -2.2189 -2.0612 -0.2662
Br -3.7057 -1.5920 0.7500
C -2.2806 -3.0513 -1.2135
N -1.2505 -3.3691 -1.9697
N -0.0356 -2.8609 -1.9506
H 2.0222 -1.3525 -1.7508
H 1.3542 -0.2696 -0.5394
H -0.6810 -0.6565 0.5711
H -3.2035 -3.5956 -1.3475
H -1.3890 -4.0928 -2.6609
C -0.0854 -1.4807 -5.8665
C 0.1495 -0.7895 -4.6010
N 0.3338 -0.2377 -3.6136
H -0.8307 -0.9418 -6.4476
H 0.8406 -1.5324 -6.4351
H -0.4431 -2.4907 -5.6763
O 5.7955 -4.6446 -1.9743
H 5.1442 -4.3592 -1.2987
H 6.6715 -4.4319 -1.5944
Cl -1.0528 -0.9491 2.5294
Al 4.8939 -2.7466 0.4398
C -1.4392 2.3177 3.3860
C -1.5090 2.8488 2.1017
C -1.9704 4.1472 1.9005
C -2.3525 4.9041 2.9862
C -2.2980 4.3855 4.2837
C -1.8330 3.0797 4.4692
N -2.8167 6.2806 2.7479
O -2.8549 6.6608 1.5868
O -3.1394 6.9469 3.6957
H -1.0740 1.3068 3.5270
H -1.2000 2.2502 1.2548
H -2.0223 4.5505 0.8999
H -2.6141 4.9895 5.1472
H -1.7803 2.6684 5.4676
Br 5.2184 -3.7635 -3.8255
F -1.5302 5.9797 5.7830
O 4.1820 0.5626 -0.2149
H 3.5796 0.0663 0.3590
*
```

Entry 3:
Entry from the Open Molecules 2025 dataset: C14H16ClHoI2N3OP as an isolated structure in a non-equilibrium geometry (ωB97M-V/def2-TZVPD).

The max |F| comes out at 0.0640 Eh/bohr. As for the expectation value of S²: 6.00. The calculation puts the HOMO-LUMO gap (spin up / spin down) at 4.33 / 4.32 eV. For the energy above the lowest of the compared OMol25 structures with the same formula, charge and spin, the calculation gives 99.6 kJ/mol. The calculation puts the LUMO energy (spin up / spin down) at -10.069 / -10.070 eV. The calculation puts the HOMO energy (spin up / spin down) at -0.5290 / -0.5290 Eh.

```
! wB97M-V def2-TZVPD RIJCOSX def2/J DEFGRID3
* xyz 2 5
I 2.9903 -1.1131 0.9592
I 0.6031 -2.7507 1.5671
Ho 0.6909 -1.1487 -1.4884
P 2.2937 -3.6393 -1.6385
C 3.2686 -4.4891 -0.3381
C 1.3910 -5.1096 -2.2592
H 3.2112 -2.9683 -3.7792
H 3.8860 -4.5468 -3.2267
H 4.4608 -2.9923 -2.5034
C 3.6016 -3.5295 -2.9226
H 0.6870 -4.7931 -3.0379
H 2.1217 -5.8220 -2.6696
H 3.7381 -5.3848 -0.7768
H 2.6031 -4.7693 0.4864
H 0.8399 -5.5585 -1.4225
H 4.0326 -3.8079 0.0532
C 2.3640 -2.1203 4.0283
O 3.3441 -1.7826 4.5112
Cl 0.2338 -1.2593 -3.8677
N -5.7021 6.2278 3.7870
C -4.9176 5.5883 3.1977
C -3.9541 4.8220 2.4540
C -3.5850 3.5480 2.8901
C -2.6963 2.7647 2.1431
C -2.1796 3.2783 0.9490
C -2.5005 4.5784 0.5318
C -3.4000 5.3392 1.2768
N -1.3569 2.4731 0.1252
C -0.6860 2.8940 -1.0403
C -0.0703 1.8114 -1.5729
N -0.3591 0.6957 -0.7694
C -1.1303 1.1395 0.2590
H -3.9955 3.1601 3.8202
H -2.4013 1.7742 2.4842
H -2.0689 4.9907 -0.3819
H -3.6765 6.3334 0.9366
H -0.6866 3.9202 -1.3632
H 0.5236 1.7082 -2.4764
H -1.5182 0.5381 1.0748
*
```

Entry 4:
Entry from the Open Molecules 2025 dataset: the molecule C14H16ClN3 (ωB97M-V/def2-TZVPD).

The max |F| comes out at 0.0137 Eh/bohr. The calculation puts the HOMO-LUMO gap at 8.88 eV. Its structure (SMILES) is [H]/N=C(\C)Cc1cnc2cc(C[C@@H](C)Cl)ccc2n1. The calculation puts the LUMO energy at -0.163 eV. The calculation puts the HOMO energy at -0.3323 Eh.

```
! wB97M-V def2-TZVPD RIJCOSX def2/J DEFGRID3
* xyz 0 1
H 6.1118 0.3728 -0.8909
N 5.6500 -0.5331 -0.9819
C 4.6937 -0.5876 -0.1557
C 4.3017 0.5346 0.7738
C 3.8446 -1.8299 -0.0745
C 2.4010 -1.4645 -0.2508
C 1.9637 -1.0938 -1.5457
N 0.7510 -0.7170 -1.8199
C -0.1026 -0.6922 -0.7497
C -1.4357 -0.2802 -0.9368
C -2.3305 -0.2203 0.1011
C -3.7249 0.2824 -0.1581
C -3.8087 1.8122 -0.2448
C -5.2458 2.3053 -0.1124
Cl -2.8249 2.6104 1.0362
C -1.9008 -0.6230 1.3812
C -0.6116 -1.0390 1.5866
C 0.3141 -1.0721 0.5319
N 1.6018 -1.4705 0.7772
H 3.7222 0.1381 1.6002
H 5.1840 1.0452 1.1361
H 3.6395 1.2098 0.2378
H 3.9936 -2.2791 0.9022
H 4.1514 -2.5275 -0.8463
H 2.6810 -1.1234 -2.3544
H -1.7381 -0.0006 -1.9349
H -4.4365 -0.0881 0.5717
H -4.0003 -0.0734 -1.1463
H -3.4098 2.1408 -1.1944
H -5.9391 1.5715 -0.5121
H -5.3948 3.2569 -0.6048
H -5.4718 2.4411 0.9386
H -2.5864 -0.5893 2.2127
H -0.3080 -1.3359 2.5760
*
```

Entry 5:
Entry from the Open Molecules 2025 dataset: C14H16F9FeN3O2S3 as an isolated structure in a non-equilibrium geometry (ωB97M-V/def2-TZVPD).

The max |F| comes out at 0.0240 Eh/bohr. As for the expectation value of S²: 8.76. The calculation puts the HOMO-LUMO gap (spin up / spin down) at 6.52 / 6.72 eV. For the energy above the lowest of the compared OMol25 structures with the same formula, charge and spin, the calculation gives 0.0 kJ/mol. The calculation puts the LUMO energy (spin up / spin down) at 2.807 / 2.795 eV. The calculation puts the HOMO energy (spin up / spin down) at -0.1366 / -0.1443 Eh.

```
! wB97M-V def2-TZVPD RIJCOSX def2/J DEFGRID3
* xyz -1 6
Fe 0.8476 -1.0814 1.2851
S 0.1442 2.0285 4.5134
C 0.6343 0.7861 3.5123
S 1.5502 1.0977 2.0576
S 0.2532 -0.8774 3.7741
N 1.7461 -5.0788 0.7387
C 1.5048 -3.8823 1.3063
O 0.5135 -3.2239 0.9679
C 2.4431 -3.3467 2.3452
C 2.7173 -1.8925 2.0022
H 1.1954 -5.3374 -0.0634
H 2.6244 -5.5372 0.8981
H 3.3238 -3.9943 2.4565
H 1.8899 -3.3681 3.2901
H 3.4034 -1.7653 1.1603
H 3.0188 -1.3047 2.8605
F 1.3173 -3.3782 -1.9376
C 1.9434 -2.2306 -2.2647
F 3.1134 -2.2322 -1.6295
F 2.1991 -2.2954 -3.5842
C 1.0889 -0.9773 -1.8518
O 1.2948 -0.6500 -0.5800
C -0.4092 -1.2924 -2.1715
F -1.1394 -0.1613 -2.2007
F -0.9417 -2.0863 -1.2520
F -0.5698 -1.8917 -3.3681
C 1.5429 0.2310 -2.7418
F 1.1066 0.1654 -4.0146
F 1.1030 1.3844 -2.2364
F 2.8811 0.3016 -2.7845
N -1.2210 -0.2989 1.1120
C -1.5601 0.7984 0.9813
N -1.9412 2.0423 0.8305
C -0.9856 3.0525 0.3661
C -1.4310 3.5956 -0.9854
C -2.8828 4.0733 -0.9268
C -3.8036 2.9493 -0.4494
C -3.3410 2.4360 0.9088
H 0.0011 2.5953 0.3371
H -0.9570 3.8490 1.1170
H -1.3317 2.8061 -1.7343
H -0.7665 4.4108 -1.2797
H -3.2045 4.4374 -1.9047
H -2.9577 4.9154 -0.2288
H -3.7708 2.1228 -1.1656
H -4.8391 3.2917 -0.3820
H -3.9245 1.5850 1.2553
H -3.4237 3.2288 1.6607
*
```

Entry 6:
Entry from the Open Molecules 2025 dataset: the molecule C14H16N2O3S (ωB97M-V/def2-TZVPD).

The max |F| comes out at 0.0121 Eh/bohr. The calculation puts the HOMO-LUMO gap at 9.11 eV. For the energy above the lowest of the compared OMol25 structures with the same formula, charge and spin, the calculation gives 63.4 kJ/mol. Its structure (SMILES) is CCc1ccc(N2C(=O)CN(CC(=O)OC)C2=S)cc1. The calculation puts the LUMO energy at 0.620 eV. The calculation puts the HOMO energy at -0.3119 Eh.

```
! wB97M-V def2-TZVPD RIJCOSX def2/J DEFGRID3
* xyz 0 1
C 5.6936 0.6515 3.3499
C 4.9579 -0.5948 2.8708
C 3.5847 -0.3489 2.3042
C 2.6818 -1.4069 2.2480
C 1.4157 -1.2452 1.7225
C 1.0366 -0.0048 1.2287
N -0.2607 0.1831 0.6849
C -1.1042 1.2067 1.0545
O -0.8853 2.0518 1.8794
C -2.3604 1.0244 0.2171
N -2.0920 -0.1905 -0.5048
C -2.9066 -0.6662 -1.5802
C -2.8659 0.2692 -2.7869
O -2.3216 1.3401 -2.8004
O -3.5291 -0.2585 -3.8098
C -3.5601 0.5117 -5.0080
C -0.8304 -0.6263 -0.2805
S -0.1233 -1.9016 -1.0222
C 1.9192 1.0627 1.2773
C 3.1814 0.8866 1.8148
H 6.6141 0.3641 3.8530
H 5.9562 1.2994 2.5173
H 5.0796 1.2123 4.0510
H 4.8640 -1.2964 3.7038
H 5.5596 -1.0920 2.1026
H 2.9748 -2.3754 2.6272
H 0.7269 -2.0747 1.6922
H -3.2481 0.9398 0.8521
H -2.4875 1.8774 -0.4595
H -3.9452 -0.7767 -1.2532
H -2.5234 -1.6462 -1.8844
H -4.0304 1.4795 -4.8239
H -4.1386 -0.0665 -5.7230
H -2.5460 0.6756 -5.3763
H 1.6166 2.0269 0.9000
H 3.8526 1.7297 1.8427
*
```

Entry 7:
Entry from the Open Molecules 2025 dataset: the molecule C14H16N2O3S in a non-equilibrium geometry (ωB97M-V/def2-TZVPD).

The max |F| comes out at 0.0207 Eh/bohr. The calculation puts the HOMO-LUMO gap at 8.91 eV. For the energy above the lowest of the compared OMol25 structures with the same formula, charge and spin, the calculation gives 169.2 kJ/mol. Its structure (SMILES) is CCOC(=O)CC(=O)CSc1nc(C)cc(C)c1C#N. The calculation puts the LUMO energy at 0.096 eV. The calculation puts the HOMO energy at -0.3239 Eh.

```
! wB97M-V def2-TZVPD RIJCOSX def2/J DEFGRID3
* xyz 0 1
C -3.5130 -1.5435 1.6923
C -2.8628 -1.0213 0.4192
O -2.3812 0.3110 0.5954
C -1.1633 0.4612 1.1040
O -0.4393 -0.4505 1.4210
C -0.7917 1.9198 1.2163
C -0.3852 2.5386 -0.1405
O -1.1942 2.7321 -1.0199
C 0.8957 3.3696 -0.0579
S 2.2779 2.4423 0.6667
C 1.8555 0.9203 -0.0707
N 0.7690 0.9513 -0.8206
C 0.3609 -0.1329 -1.4719
C -0.8127 0.0108 -2.3779
C 1.0445 -1.3357 -1.3291
C 2.1661 -1.4184 -0.5161
C 2.8865 -2.7057 -0.2996
C 2.6056 -0.2467 0.1164
C 3.7570 -0.2343 0.9289
N 4.7024 -0.2305 1.5779
H -2.7738 -1.6073 2.4873
H -3.9241 -2.5329 1.5135
H -4.3129 -0.8771 2.0056
H -3.5868 -0.9569 -0.3955
H -2.0259 -1.6661 0.1306
H 0.0123 2.0179 1.9446
H -1.6729 2.4759 1.5399
H 1.1746 3.7091 -1.0558
H 0.7273 4.2315 0.5886
H -1.3397 -0.9334 -2.4869
H -0.4613 0.3264 -3.3607
H -1.4823 0.7844 -2.0104
H 0.6905 -2.2122 -1.8496
H 2.6024 -3.1159 0.6701
H 2.6310 -3.4300 -1.0689
H 3.9638 -2.5508 -0.2863
*
```

The highest max |F| belongs to which entry? C14H16ClHoI2N3OP

What is the max |F| in the second record? 0.0612 Eh/bohr